1.
Entry from OMol25: a cluster of 2 separate species, C3H7N3S2 in total at a distorted geometry (wB97M-V/def2-TZVPD).

## Properties
* HOMO: -0.3243 Ha
* energy: -29359.3724 eV
* HOMO-LUMO gap: 8.6446 eV
* energy above the lowest of the compared OMol25 structures with the same formula, charge and spin: 603.5 kJ/mol

Positions of all 15 atoms, in Å:
C 3.0726 -0.5457 0.0122
C 0.8517 0.0042 0.2171
C -1.3430 0.9750 0.0557
H 3.3108 -1.0608 1.0493
H 3.1647 0.6859 0.4739
H 3.8254 -0.6287 -0.8816
H 1.1743 1.0458 1.2605
H -0.9167 -1.1023 -0.4929
H -3.4696 1.2278 0.2770
H -3.9211 -1.4493 -1.2248
N 1.7217 -0.9966 -0.4266
N -0.5583 -0.1373 -0.1601
N -2.7061 0.4657 -0.0917
S -0.8294 2.5583 -0.1558
S -3.3769 -1.0419 0.0881

Atoms 1-2, force components in eV/Å:
C 1.48 1.71 1.98
C 1.79 -3.87 -2.12

---

2.
Entry from OMol25: a structure of composition C35H46NO3RhSi2Te (wB97M-V/def2-TZVPD).

## Properties
* HOMO: -0.2810 Ha
* energy: -70732.8050 eV
* HOMO-LUMO gap: 7.5921 eV
* energy above the lowest of the compared OMol25 structures with the same formula, charge and spin: 0.0 kJ/mol

Positions of all 89 atoms, in Å:
Rh 0.7044 -1.4822 -0.0289
C -1.3854 -0.6688 4.3557
Si -0.2741 -0.2212 2.8965
C 1.3663 0.3652 3.5985
C -1.0276 1.2490 2.0064
C -0.0337 -1.7550 1.8388
Si -1.6102 -2.6850 1.3675
C -1.2884 -3.6190 -0.2522
C -2.0532 -3.9295 2.7000
C -3.0737 -1.5550 1.0372
H -1.4272 0.1713 5.0547
H -1.0062 -1.5340 4.9049
H -2.4105 -0.8874 4.0451
H 1.2075 1.2526 4.2186
H 2.0214 0.6457 2.7720
H 1.8623 -0.3917 4.2087
H -1.1401 2.0748 2.7148
H -2.0098 1.0362 1.5820
H -0.3716 1.5795 1.1983
H 0.5130 -2.4549 2.4912
H -0.5833 -4.4436 -0.1330
H -0.9253 -2.9823 -1.0752
H -2.2378 -4.0370 -0.5978
H -1.2429 -4.6444 2.8644
H -2.9438 -4.4965 2.4154
H -2.2584 -3.4314 3.6498
H -2.8063 -0.7903 0.3055
H -3.4098 -1.0565 1.9482
H -3.9196 -2.1207 0.6375
Te 2.3401 -3.3966 0.2247
C 3.4680 -3.1265 1.9691
C 3.6175 -1.8537 2.5048
C 4.3722 -1.6919 3.6583
C 4.9696 -2.7907 4.2617
C 4.8165 -4.0590 3.7183
C 4.0614 -4.2325 2.5662
C 3.7244 -2.5721 -1.1392
C 4.9702 -2.1079 -0.7425
C 5.8064 -1.5185 -1.6813
C 5.4013 -1.3982 -3.0024
C 4.1550 -1.8688 -3.3909
C 3.3106 -2.4554 -2.4604
H 3.1582 -1.0090 2.0044
H 4.4877 -0.7041 4.0858
H 5.5573 -2.6594 5.1615
H 5.2821 -4.9139 4.1912
H 3.9352 -5.2215 2.1425
H 5.2915 -2.1901 0.2885
H 6.7769 -1.1498 -1.3745
H 6.0548 -0.9329 -3.7292
H 3.8289 -1.7648 -4.4175
H 2.3226 -2.7793 -2.7624
C 2.4286 0.7270 -0.6779
O 2.0754 -0.1717 0.3413
H 3.1887 1.3877 -0.2474
H 1.5902 1.3543 -1.0065
H 2.8578 0.2291 -1.5542
C -3.5205 6.5984 -1.1186
C -3.8947 5.1434 -1.0211
C -5.1740 4.7851 -0.6125
C -5.5481 3.4549 -0.5061
C -4.6395 2.4639 -0.8309
C -3.3571 2.8043 -1.2461
N -2.4469 1.7572 -1.5594
C -1.9893 1.4943 -2.8191
C -2.5501 2.1457 -3.9343
C -2.0927 1.8917 -5.2088
C -1.0620 0.9836 -5.4424
C -0.5101 0.3274 -4.3642
C -0.9514 0.5581 -3.0588
C -0.2936 -0.1968 -1.9828
O 0.6354 -1.0063 -2.2068
O -0.6657 -0.0257 -0.7630
C -2.9611 4.1447 -1.3283
C -1.5621 4.5068 -1.7448
H -4.3887 7.2319 -0.9432
H -3.1147 6.8425 -2.1022
H -2.7584 6.8644 -0.3824
H -5.8871 5.5652 -0.3722
H -6.5474 3.1940 -0.1824
H -4.9068 1.4160 -0.7776
H -1.9814 1.2677 -0.8068
H -3.3569 2.8491 -3.7784
H -2.5498 2.4120 -6.0421
H -0.7077 0.7943 -6.4464
H 0.2895 -0.3894 -4.4976
H -1.5130 4.7310 -2.8143
H -0.8730 3.6865 -1.5534
H -1.2065 5.3862 -1.2093

Atoms 1-2, force components in eV/Å:
Rh -0.50 -0.15 -0.37
C -0.02 0.05 -0.03

---

3.
Entry from OMol25: a structure of composition C25H11F15GeI2InN2O6S3 at a distorted geometry (wB97M-V/def2-TZVPD).

## Properties
* spin multiplicity: 2
* HOMO (alpha / beta): -0.0781 / -0.1424 Ha
* energy: -192528.3102 eV
* HOMO-LUMO gap (alpha / beta): 5.7908 / 7.1328 eV
* net charge: -2
* <S²>: 0.759
* energy above the lowest of the compared OMol25 structures with the same formula, charge and spin: 40.9 kJ/mol

Positions of all 66 atoms, in Å:
In 11.9895 12.7960 8.3882
N 11.6478 14.1608 10.5590
C 11.7838 15.5739 10.1911
C 12.5239 15.8398 8.8426
O 12.9336 16.9570 8.4908
N 12.7109 14.7304 8.1032
C 13.3064 14.9855 6.7746
C 13.2237 13.7691 5.8809
O 13.1420 13.9762 4.6794
O 13.2252 12.6358 6.4844
H 10.8772 14.0383 11.2342
H 12.4960 13.7973 11.0168
H 12.2931 16.2388 10.9257
H 10.7963 16.0374 10.0917
H 14.3381 15.2831 6.8301
H 12.7387 15.8205 6.2655
I 7.8825 15.1080 9.1994
C 8.8788 14.5672 7.3872
I 8.6202 12.4552 7.0695
H 9.9551 14.8119 7.4732
H 8.4386 15.0556 6.4961
S 10.1076 10.4436 12.4230
C 11.1591 11.1243 13.2924
F 10.5727 9.0392 9.6533
C 11.0726 8.8285 8.4141
C 12.3796 9.1834 8.1244
C 12.8376 9.0832 6.8179
F 14.0590 9.5329 6.4885
C 12.0189 8.6018 5.7963
F 12.4772 8.4230 4.5579
C 10.7371 8.1590 6.1556
F 10.1117 7.3544 5.2861
C 10.2691 8.2719 7.4518
F 9.0996 7.6988 7.7665
Ge 13.2501 10.2538 9.5023
S 12.2373 11.7874 14.1457
C 13.4540 8.8837 11.0305
C 14.3074 9.2600 12.0877
F 14.8627 10.4718 12.0835
C 14.7058 8.3957 13.0942
F 15.6615 8.7033 13.9681
C 14.2057 7.0915 13.1466
F 14.7155 6.1770 13.9956
C 13.2877 6.6991 12.1892
F 12.8503 5.4210 12.2420
C 12.9313 7.5632 11.1706
F 12.1587 7.0169 10.2195
C 15.1803 10.4604 9.1903
C 16.0425 9.4033 8.8684
F 15.5709 8.1605 8.8411
C 17.3397 9.6758 8.4809
F 18.2111 8.7021 8.1742
C 17.7901 10.9854 8.4406
F 19.0366 11.2776 8.0696
C 16.9744 12.0125 8.8072
F 17.4038 13.3212 8.7351
C 15.6983 11.7403 9.2612
F 15.0093 12.8002 9.6998
C 9.0407 15.8991 14.8763
S 8.5978 14.9228 13.3730
O 8.4501 15.9657 12.3525
O 7.3776 14.1922 13.6858
O 9.7886 14.1069 13.1844
H 8.2655 16.6217 15.0838
H 9.9352 16.4606 14.5945
H 9.2280 15.2328 15.7480

Atoms 1-2, force components in eV/Å:
In 0.16 -0.83 0.45
N 0.23 -0.09 0.27

---

4.
Entry from OMol25: a cluster of 2 separate species, H2N2O2 in total at a distorted geometry (wB97M-V/def2-TZVPD).

## Properties
* HOMO: -0.3821 Ha
* energy: -7105.1879 eV
* HOMO-LUMO gap: 11.5128 eV
* energy above the lowest of the compared OMol25 structures with the same formula, charge and spin: 37.8 kJ/mol
* SMILES: N#N.OO

Positions of all 6 atoms, in Å:
N -1.6729 -0.1225 -1.9255
N -1.6127 -0.6878 -0.9849
O 1.2674 -0.1092 1.2447
O 0.1949 0.3937 0.5222
H 1.6553 -0.7852 0.6746
H 0.1680 1.3110 0.4690

Atoms 1-2, force components in eV/Å:
N 0.09 -0.71 1.23
N -0.37 0.54 -1.45